F6H4N3NaO14S6 as an isolated structure in a non-equilibrium geometry. Source: the OMol25 dataset; level of theory: wB97M-V/def2-TZVPD.

Each line ends with the Mulliken charge.
Cartesian coordinates (Å):
Na: 0.991 0.262 0.948  0.9967
N: 2.662 4.771 0.995  -0.2726
S: 2.082 5.937 1.652  1.0529
O: 0.667 6.238 1.488  -0.5837
O: 2.952 7.136 1.801  -0.6138
F: 2.167 5.389 3.159  -0.3154
S: 2.852 5.625 -0.528  1.0670
O: 4.174 6.211 -0.691  -0.5461
O: 1.685 6.218 -1.192  -0.5229
F: 3.061 4.253 -1.297  -0.2633
N: -7.952 1.215 0.552  -0.2917
S: -6.503 2.200 0.618  1.0410
O: -5.202 1.578 0.958  -0.5545
O: -6.653 3.638 0.764  -0.5464
F: -6.344 2.171 -1.020  -0.3090
S: -7.885 0.811 2.079  1.1263
O: -7.742 1.893 3.026  -0.5646
O: -7.312 -0.518 2.281  -0.5954
F: -9.430 0.364 2.294  -0.3059
N: 3.300 -6.755 -3.850  -0.2296
S: 4.159 -5.418 -4.479  1.0701
O: 4.611 -4.381 -3.556  -0.5375
O: 3.873 -5.079 -5.905  -0.5508
F: 5.533 -6.328 -4.591  -0.3102
S: 2.007 -5.907 -3.918  1.0755
O: 1.194 -5.933 -5.163  -0.5886
O: 1.742 -4.812 -3.001  -0.5687
F: 1.080 -7.032 -3.145  -0.3603
O: 5.182 -2.198 1.291  -0.6549
H: 5.414 -2.581 0.445  0.3398
H: 5.421 -2.868 1.931  0.3159
O: -0.640 -2.058 4.964  -0.6420
H: -0.190 -2.676 5.540  0.3162
H: -0.956 -1.370 5.549  0.3265

Output
Net charge = -2
Electronic energy = -4370.5997 Eh
Highest occupied orbital energy = -0.2052 hartree
ΔE to the lowest compared entry with this formula, charge and spin = 4.978 eV
HOMO-LUMO gap = 5.92 eV



A 39-piece molecular cluster, F6H76O38P overall in a non-equilibrium geometry. Source: the OMol25 dataset; level of theory: wB97M-V/def2-TZVPD.

Each line ends with the Mulliken charge.
Cartesian coordinates (Å):
P: -0.142 -0.424 0.590  1.6441
F: -1.605 0.090 0.123  -0.5066
F: 0.233 0.032 -0.935  -0.1001
F: 0.295 1.062 1.048  -0.3278
F: 1.346 -0.993 0.924  -0.0913
F: -0.674 -0.792 2.093  -0.1508
F: -0.567 -1.904 0.083  -0.4475
O: -4.868 4.370 -0.889  -0.6108
H: -4.833 3.416 -0.816  0.3269
H: -3.965 4.654 -0.750  0.3011
O: 2.590 -3.370 -4.146  -0.6701
H: 2.301 -2.545 -4.537  0.4216
H: 2.092 -3.436 -3.331  0.3556
O: 0.431 -4.924 0.236  -0.5907
H: 0.035 -5.243 1.046  0.2743
H: 1.314 -4.655 0.490  0.1500
O: 5.621 -2.913 2.129  -0.6515
H: 5.401 -3.318 2.967  0.3094
H: 6.578 -2.893 2.115  0.2764
O: -0.740 4.402 1.198  -0.5846
H: -0.521 4.243 0.280  0.1289
H: -1.196 3.607 1.476  0.5104
O: 3.115 -1.410 -1.135  -0.0084
H: 2.728 -0.536 -1.190  -0.0581
H: 2.398 -1.971 -0.840  0.2287
O: -5.241 2.073 0.706  -0.5102
H: -5.520 1.501 -0.009  0.3440
H: -6.057 2.423 1.064  0.2430
O: -4.890 -4.482 -0.555  -0.5926
H: -4.810 -3.998 -1.377  0.2860
H: -4.780 -3.818 0.126  0.3032
O: -0.382 -2.981 4.443  -0.6135
H: -1.201 -3.250 4.859  0.2954
H: -0.520 -3.148 3.511  0.2254
O: 5.746 -1.831 -2.137  -0.6422
H: 4.822 -2.002 -1.952  0.2990
H: 6.021 -1.226 -1.448  0.2993
O: -0.613 5.486 4.091  -0.6807
H: -0.708 6.434 3.997  0.2882
H: -0.916 5.131 3.255  0.3375
O: 1.735 -1.429 -5.781  -0.7199
H: 1.463 -2.030 -6.474  0.2809
H: 1.007 -0.814 -5.697  0.3276
O: 0.993 -3.257 -1.734  -0.2916
H: 0.260 -2.760 -1.369  0.0794
H: 0.853 -4.152 -1.425  0.2573
O: -5.118 -1.258 3.505  -0.5982
H: -4.772 -1.374 2.620  0.2568
H: -4.975 -2.103 3.932  0.2994
O: 2.438 0.933 -2.403  -0.5174
H: 2.558 1.881 -2.448  0.3028
H: 1.570 0.782 -2.777  0.0385
O: -3.773 2.471 4.513  -0.6315
H: -3.543 2.668 3.605  0.3690
H: -4.359 1.717 4.453  0.2852
O: -1.301 -6.164 -1.694  -0.5829
H: -0.915 -5.621 -1.006  0.3163
H: -1.896 -5.576 -2.158  0.3056
O: 1.950 3.152 2.140  -0.5175
H: 2.275 2.747 1.336  -0.0590
H: 1.371 3.851 1.839  0.3772
O: -4.060 -0.374 -2.924  -0.5956
H: -4.241 -1.313 -2.966  0.2412
H: -4.260 -0.051 -3.802  0.2898
O: 4.919 3.924 0.963  -0.6641
H: 4.580 3.082 0.659  0.3906
H: 4.186 4.530 0.856  0.2710
O: 3.715 1.416 0.676  -0.4584
H: 3.790 1.317 -0.273  0.2751
H: 4.081 0.606 1.032  0.1179
O: 2.729 -1.752 4.436  -0.6389
H: 2.321 -2.345 3.804  0.2878
H: 2.491 -0.876 4.131  0.3904
O: -2.697 2.550 1.775  -0.7501
H: -2.226 1.718 1.733  0.2685
H: -3.369 2.479 1.096  0.2393
O: -0.886 -0.282 -5.415  -0.5915
H: -1.279 0.237 -6.117  0.2340
H: -0.683 0.355 -4.730  0.3401
O: -6.362 1.246 -1.581  -0.7018
H: -6.855 1.149 -2.395  0.2942
H: -5.542 0.779 -1.740  0.3356
O: 2.819 3.850 -3.369  -0.6394
H: 2.089 3.754 -2.758  0.1071
H: 2.405 3.944 -4.227  0.2836
O: -0.063 -0.415 5.594  -0.6563
H: 0.533 0.067 5.020  0.4201
H: -0.104 -1.293 5.215  0.3971
O: -1.443 0.823 -2.771  -0.7099
H: -1.091 0.509 -1.938  0.2655
H: -2.309 0.418 -2.834  0.1795
O: 5.428 -0.193 2.350  -0.6160
H: 5.355 -0.090 3.299  0.2651
H: 5.506 -1.137 2.216  0.3783
O: 1.906 4.772 -0.628  -0.3973
H: 1.285 4.362 -1.231  0.4237
H: 1.937 5.689 -0.902  0.2683
O: -1.113 -2.930 -5.489  -0.5717
H: -2.029 -3.138 -5.670  0.2498
H: -1.118 -1.999 -5.268  0.3735
O: -3.089 -2.668 1.586  -0.3264
H: -2.876 -1.738 1.509  0.0584
H: -2.475 -3.105 0.995  0.3065
O: 1.414 0.744 3.598  -0.6805
H: 1.013 0.371 2.813  0.3263
H: 1.700 1.617 3.330  0.2246
O: 3.405 -3.807 0.506  -0.6052
H: 3.765 -3.578 1.363  0.3112
H: 3.517 -3.015 -0.021  0.2109
O: 1.792 4.506 4.723  -0.6892
H: 0.876 4.778 4.665  0.4505
H: 1.908 3.896 3.994  0.3338
O: 0.110 3.394 -2.007  -0.5144
H: -0.059 2.502 -2.312  0.1305
H: -0.741 3.830 -2.060  0.2011
O: 0.697 2.023 -5.204  -0.4738
H: 0.029 2.686 -5.381  0.3015
H: 1.237 2.009 -5.994  0.2480
O: -3.143 -4.951 3.026  -0.6405
H: -3.205 -4.077 2.640  0.3588
H: -2.363 -5.335 2.626  0.2834

Output
Net charge = -1
Electronic energy = -3845.6277 Eh
Highest occupied orbital energy = -0.2674 hartree
ΔE to the lowest compared entry with this formula, charge and spin = 4.510 eV
HOMO-LUMO gap = 7.49 eV



F8H8N4Na6O20S8 as an isolated structure in a non-equilibrium geometry. Source: the OMol25 dataset; level of theory: wB97M-V/def2-TZVPD.

Each line ends with the Mulliken spin population.
Cartesian coordinates (Å):
Na: 16.062 -0.255 -14.028  0.0028
Na: 15.420 2.070 -7.405  0.1775
Na: 13.390 -3.034 -9.760  0.0172
Na: 10.501 2.023 -10.155  -0.0114
Na: 14.831 5.039 -9.036  0.0371
Na: 10.925 -0.069 -12.662  -0.0165
N: 10.414 7.098 -10.775  0.0004
S: 10.986 6.976 -9.351  0.0029
O: 12.037 5.953 -9.167  -0.0045
O: 10.020 7.276 -8.313  -0.0002
F: 11.833 8.313 -9.505  0.0001
S: 9.445 5.666 -10.599  0.0009
O: 8.094 5.905 -10.077  0.0001
O: 10.151 4.414 -10.426  0.0099
F: 9.120 5.675 -12.161  -0.0001
N: 8.832 1.019 -11.463  0.0073
S: 7.609 0.395 -10.860  -0.0024
O: 7.213 -0.915 -11.290  0.0004
O: 6.712 1.261 -10.114  0.0007
F: 8.621 0.102 -9.590  -0.0009
S: 8.016 1.769 -12.713  0.0035
O: 7.071 2.810 -12.358  0.0000
O: 7.711 0.968 -13.909  0.0002
F: 9.297 2.572 -13.242  0.0024
N: 12.480 1.381 -11.468  0.1167
S: 13.856 0.753 -11.149  0.2104
O: 14.435 1.207 -9.859  0.0287
O: 14.632 0.161 -12.202  0.1310
F: 13.318 -0.624 -10.531  0.0273
S: 13.244 2.726 -12.070  0.1197
O: 14.059 2.660 -13.306  0.0645
O: 13.792 3.635 -11.074  0.0575
F: 11.941 3.553 -12.523  0.0177
N: 16.695 -2.537 -13.662  0.0027
S: 17.705 -3.425 -13.026  -0.0013
O: 18.003 -4.702 -13.694  0.0002
O: 17.780 -3.415 -11.581  0.0002
F: 19.000 -2.581 -13.406  0.0000
S: 15.406 -3.391 -13.008  -0.0042
O: 14.940 -2.678 -11.805  -0.0020
O: 15.243 -4.830 -13.188  0.0004
F: 14.356 -2.729 -13.983  0.0009
O: 11.957 5.729 -14.681  0.0010
H: 12.901 5.613 -14.788  0.0000
H: 11.575 4.930 -15.045  0.0000
O: 16.743 2.004 -14.635  0.0007
H: 17.190 2.205 -15.458  -0.0001
H: 16.408 2.848 -14.332  0.0000
O: 11.749 -2.236 -12.156  0.0053
H: 11.005 -2.790 -11.921  -0.0001
H: 12.322 -2.807 -12.668  -0.0005
O: 14.074 4.557 -15.708  0.0000
H: 14.189 3.961 -16.448  0.0000
H: 14.228 4.013 -14.935  -0.0042

Output
Net charge = +1
Electronic energy = -6686.5747 Eh
Spin multiplicity = 2
Highest occupied orbital energy (spin up / spin down) = -0.3349 / -0.4075 hartree
HOMO-LUMO gap (spin up / spin down) = 3.26 / 5.60 eV